Computed, not measured: C3H11N3O2 as an isolated structure in a non-equilibrium geometry, with ωB97M-V/def2-TZVPD.

The geometry in ORCA input format:
```
! RIJCOSX wB97M-V def2-TZVPD def2/J DEFGRID3
* xyz 0 1
C 1.145 -0.529 -1.891
H 0.203 -0.869 -2.316
O -0.587 -1.070 0.051
H 1.509 0.377 -2.382
H 1.686 0.560 1.242
H -1.008 1.999 0.672
H 2.401 1.199 -0.271
H -0.486 -0.806 2.335
N -2.643 -0.212 0.707
H 2.849 -0.425 0.350
H -2.971 -0.427 1.644
H 1.889 -1.331 -2.028
C 2.032 0.308 0.242
O -0.705 0.086 2.043
N -0.831 1.207 0.065
H -1.320 1.307 -0.816
C -1.195 -0.054 0.708
N 0.985 -0.336 -0.488
H -2.955 -0.984 0.131
*
```

Its LUMO energy (alpha / beta) is -0.01 / -0.06 eV. The energy relative to the best compared isomer or geometry (same formula, charge and spin) comes out at 120.4 kcal per mole.